Here is a molecular structure, C6H16F3O6S2Tl from OMol25. Energies are from ωB97M-V/def2-TZVPD.

Last column: Mulliken charge in e.
CARTESIAN COORDINATES (ANGSTROEM)
1 Tl 1.619 -2.713 -1.563  1.43
2 F 0.682 -2.310 -4.062  -0.51
3 F 3.744 -2.943 0.225  -0.51
4 F 0.147 -3.105 0.787  -0.53
5 O 0.630 0.818 1.820  -0.67
6 S 1.866 0.224 1.403  1.24
7 O 1.864 -0.566 0.208  -0.43
8 O 3.017 1.326 1.358  -0.35
9 C 2.814 2.421 0.426  -0.07
10 C 2.597 3.726 1.173  -1.18
11 C 2.526 -0.759 2.774  -1.03
12 H 1.907 2.224 -0.150  0.21
13 H 3.735 2.433 -0.150  0.31
14 H 3.374 3.759 1.938  0.33
15 H 1.648 3.840 1.698  0.27
16 H 2.584 4.539 0.447  0.38
17 H 1.788 -0.915 3.559  0.36
18 H 3.469 -0.357 3.126  0.31
19 H 2.613 -1.794 2.434  0.34
20 O -0.698 -1.075 -1.476  -0.53
21 S -1.389 0.134 -1.097  1.20
22 O -0.744 1.400 -1.079  -0.58
23 O -2.684 0.268 -2.015  -0.36
24 C -3.303 -0.941 -2.510  -0.17
25 C -4.510 -1.360 -1.675  -1.10
26 C -2.103 -0.291 0.499  -0.89
27 H -2.613 -1.782 -2.535  0.24
28 H -3.561 -0.635 -3.521  0.33
29 H -4.230 -1.966 -0.810  0.29
30 H -5.061 -2.015 -2.351  0.38
31 H -5.107 -0.573 -1.216  0.29
32 H -3.082 0.179 0.460  0.41
33 H -1.445 0.177 1.229  0.34
34 H -2.094 -1.366 0.649  0.23

## Properties
LUMO level	-6.09	eV
E_tot	-1957.800463	Ha
gap between HOMO and LUMO	0.1875	hartree
molecular weight	509.70	g/mol
HOMO	-11.188	eV